98
Properties=species:S:1:pos:R:3:lowdin_charge:R:1 method="wB97M-V/def2-TZVPD" smiles="C[N+](=O)[O-].C[N+](=O)[O-].CCOC(C)=O.CCOC(C)=O.CCOC(C)=O.CCOC(C)=O.CCOC(C)=O.CCOC(C)=O" gap_ev=10.274 fmax_ha_per_bohr=0.08621 de_lowest_kcal_mol=56.99 total_charge=0 e_lumo_ev=0.1
C -0.175 5.572 1.478 0.01
N -0.620 6.968 1.678 -0.41
O -1.424 7.179 2.617 0.03
O -0.132 7.833 0.913 0.04
H -1.115 5.023 1.425 0.09
H 0.512 5.289 2.275 0.11
H 0.339 5.496 0.520 0.10
C 0.442 0.724 -0.264 0.06
N -0.187 2.026 0.221 -0.40
O -1.111 2.516 -0.422 0.03
O 0.036 2.476 1.315 0.04
H 1.240 0.379 0.394 0.08
H 0.867 0.950 -1.242 0.08
H -0.241 -0.122 -0.344 0.08
C 4.828 -4.802 -0.410 -0.06
C 3.927 -3.528 -0.424 -0.19
O 2.768 -3.984 0.320 -0.04
C 2.035 -3.079 1.035 -0.49
C 0.841 -3.775 1.630 0.01
O 2.168 -1.849 1.151 0.06
H 5.244 -4.842 0.596 0.07
H 5.661 -4.642 -1.095 0.07
H 4.358 -5.754 -0.655 0.07
H 4.420 -2.680 0.052 0.12
H 3.623 -3.124 -1.390 0.11
H -0.020 -3.660 0.972 0.08
H 0.726 -3.205 2.552 0.08
H 1.027 -4.827 1.850 0.09
C -1.813 3.304 4.228 -0.08
C -1.666 3.415 5.703 -0.24
O -1.547 2.163 6.382 0.01
C -2.347 1.891 7.416 -0.53
C -2.404 0.411 7.791 0.02
O -3.053 2.681 8.011 0.09
H -2.766 2.792 4.096 0.09
H -0.944 2.736 3.898 0.07
H -1.920 4.264 3.722 0.08
H -0.783 4.032 5.869 0.13
H -2.567 3.980 5.943 0.12
H -1.515 -0.035 7.345 0.07
H -3.269 -0.093 7.358 0.09
H -2.318 0.421 8.878 0.09
C 2.079 -0.543 -4.112 -0.06
C 3.454 -0.200 -3.594 -0.20
O 4.338 -0.059 -4.737 0.00
C 5.642 0.161 -4.531 -0.51
C 6.489 0.250 -5.748 0.01
O 6.152 0.344 -3.402 0.05
H 2.022 -1.585 -4.429 0.08
H 1.815 0.039 -4.995 0.08
H 1.293 -0.428 -3.367 0.05
H 3.342 0.759 -3.088 0.12
H 3.861 -0.857 -2.825 0.12
H 6.004 0.789 -6.561 0.09
H 6.829 -0.720 -6.112 0.09
H 7.413 0.782 -5.524 0.09
C -4.058 3.663 -2.929 -0.05
C -3.482 2.291 -3.382 -0.20
O -2.544 2.558 -4.430 0.00
C -1.291 2.229 -4.420 -0.54
C -0.631 2.708 -5.688 0.03
O -0.684 1.658 -3.496 0.04
H -4.499 4.237 -3.745 0.08
H -3.226 4.217 -2.495 0.08
H -4.707 3.483 -2.072 0.08
H -3.112 1.774 -2.497 0.11
H -4.272 1.617 -3.712 0.12
H -0.391 3.761 -5.538 0.10
H -1.337 2.641 -6.515 0.09
H 0.236 2.115 -5.981 0.08
C -2.394 -1.472 -4.611 -0.04
C -1.740 -1.559 -3.196 -0.22
O -1.326 -2.892 -3.083 0.01
C -0.280 -3.185 -2.325 -0.50
C -0.141 -4.676 -2.076 0.04
O 0.324 -2.404 -1.593 0.07
H -1.669 -1.744 -5.377 0.08
H -2.611 -0.442 -4.892 0.06
H -3.304 -2.073 -4.625 0.08
H -0.995 -0.766 -3.128 0.08
H -2.438 -1.302 -2.399 0.13
H 0.252 -4.764 -1.063 0.07
H 0.522 -5.197 -2.767 0.09
H -1.146 -5.094 -2.016 0.09
C -1.779 -1.147 2.493 -0.05
C -1.309 -0.805 3.923 -0.18
O -0.916 -1.963 4.692 -0.03
C -1.718 -3.024 4.985 -0.48
C -1.147 -3.975 5.982 0.01
O -2.860 -3.256 4.492 0.04
H -1.707 -0.311 1.797 0.06
H -2.792 -1.547 2.443 0.08
H -1.038 -1.780 2.006 0.05
H -0.483 -0.098 3.860 0.12
H -2.118 -0.265 4.414 0.11
H -1.189 -4.985 5.574 0.09
H -1.743 -3.797 6.878 0.10
H -0.112 -3.679 6.152 0.08

---

46
Properties=species:S:1:pos:R:3:lowdin_charge:R:1 method="wB97M-V/def2-TZVPD" gap_ev="7.312 / 4.479" fmax_ha_per_bohr=0.13156 multiplicity=2 de_lowest_kcal_mol=188.36 total_charge=+1 e_lumo_ev="-4.3 / -7.1"
Ag 0.572 -0.990 -0.204 0.94
B 2.237 -3.831 0.795 -0.08
H 1.173 -3.933 0.641 0.01
H 2.449 -2.967 1.405 0.02
H 2.749 -4.686 1.209 0.00
H 2.559 -3.529 -0.189 0.07
C -1.821 3.334 -1.531 -0.78
O -0.895 2.568 -1.198 -0.02
N -2.439 3.257 -2.672 0.16
N -2.027 4.492 -1.028 0.16
H -2.573 4.233 -2.895 0.11
H -2.440 2.452 -3.281 0.13
H -2.881 4.960 -1.299 0.12
H -1.539 4.857 -0.222 0.13
C 1.056 -0.738 -5.067 -0.83
O 1.296 -0.843 -3.920 0.04
N 0.199 -1.440 -5.731 0.18
N 1.846 0.080 -5.759 0.15
H 0.049 -1.270 -6.715 0.12
H 0.092 -2.330 -5.266 0.13
H 1.408 0.614 -6.495 0.10
H 2.550 0.598 -5.253 0.11
C -0.510 0.403 4.800 -0.83
O -0.413 -0.074 3.708 0.04
N -1.329 1.342 5.127 0.16
N 0.202 0.056 5.835 0.16
H -1.968 1.535 4.369 0.12
H -1.548 1.580 6.084 0.12
H 0.814 -0.738 5.711 0.12
H -0.062 0.492 6.707 0.11
C -3.852 -3.403 -0.705 -0.78
O -2.866 -2.733 -0.361 -0.02
N -3.878 -4.411 -1.505 0.16
N -4.996 -3.315 -0.103 0.17
H -2.965 -4.737 -1.789 0.13
H -4.658 -5.049 -1.579 0.12
H -5.290 -2.565 0.507 0.13
H -5.666 -3.940 -0.529 0.11
C 4.121 2.231 2.069 -0.81
O 3.366 1.378 1.598 0.00
N 4.244 3.444 1.693 0.17
N 4.928 2.005 3.051 0.16
H 3.721 3.757 0.888 0.13
H 4.879 4.054 2.188 0.12
H 5.345 2.755 3.583 0.12
H 4.765 1.049 3.330 0.13